Entry from the OMol25 dataset: a 5-piece molecular cluster, C36H52Br2F17N2O12S overall (ωB97M-V with the def2-TZVPD basis set).

* HOMO: -11.32 eV
* total charge: +1
* frontier orbital gap: 6.465 eV

```
122
Properties=species:S:1:pos:R:3:forces:R:3:mulliken_charge:R:1
C -8.410721 -4.144481 3.126777 0.73 -0.82 -0.15 -0.9793
C -6.919677 -3.589408 3.356514 -1.46 0.52 1.25 -0.1509
O -6.468894 -2.710615 2.314387 0.96 -1.27 -0.45 -0.3559
C -5.761679 -3.454977 1.291036 -0.50 -0.08 -0.80 -0.4144
C -5.117374 -2.443048 0.219447 -1.87 -0.48 1.77 -0.5892
O -3.944556 -3.068309 -0.333612 0.82 1.26 0.32 0.1481
C -2.815187 -2.207421 -0.329821 0.73 0.61 -0.32 -2.0541
C -1.434837 -3.014510 -0.120970 -1.29 0.71 -1.90 1.3329
S -1.371471 -3.138004 1.733803 -1.73 2.68 6.51 1.5069
C -0.422892 -4.578560 2.365966 0.66 -1.38 -0.82 -0.7977
O -0.732907 -1.905966 2.339302 -0.24 -2.85 -2.80 -0.6555
O -2.744385 -3.226306 2.360013 2.84 -0.87 -2.84 -0.6630
C -0.170214 -2.294970 -0.817026 0.12 1.32 -1.63 -1.8878
N 0.228159 -0.976260 -0.348445 -2.48 -0.99 -0.12 -0.0622
C -0.437351 -0.004176 -0.937703 -0.21 0.71 0.23 0.7436
C -0.475654 0.303708 -2.484584 -0.82 -1.25 0.05 -1.0221
C -1.243623 0.991234 0.004768 2.47 1.02 -0.50 -0.8850
N 0.833919 -3.417313 -0.763797 -0.58 -3.52 0.44 0.6095
C 2.315504 -3.380998 -0.658995 1.41 1.14 -1.01 -0.7108
C 2.876753 -2.434096 0.490572 -1.08 0.01 0.87 -0.3477
C 3.911318 -3.116977 1.472201 0.48 1.32 -0.12 0.1040
F 4.651335 -2.052335 2.062986 -1.09 -1.81 -1.23 -0.3058
Br 3.063371 -4.056708 3.008201 0.45 0.79 -0.86 -0.0068
C 4.990537 -4.057891 0.761930 2.14 -0.18 1.18 0.5153
F 6.173736 -3.943535 1.522131 -2.52 -0.28 -1.35 -0.1968
F 5.329828 -3.662324 -0.523354 -1.07 -0.54 1.96 -0.2533
Br 4.530273 -6.001339 0.867404 0.33 1.16 -0.82 -0.0493
C 0.203383 -4.575528 -0.883656 -0.27 1.68 -0.67 -0.7423
C -1.378247 -4.338191 -0.992378 0.79 -1.38 1.98 1.8406
F -1.895960 -5.411794 -0.212849 0.41 0.78 -0.70 -0.4313
C -2.063370 -4.380568 -2.418661 -0.17 0.64 -0.69 -1.1998
C -3.400271 -5.236680 -2.485746 -0.48 -0.71 -0.89 -0.3620
C -4.440327 -4.703005 -3.584989 -0.07 -0.10 0.70 -0.3203
F -5.607808 -4.260587 -2.886467 1.13 -0.26 -0.74 -0.2883
H -9.041275 -4.036314 4.065275 0.80 -0.02 -1.24 0.3187
H -8.314177 -5.259171 2.907457 -0.46 1.39 0.16 0.2626
H -8.914285 -3.642236 2.245123 0.63 -0.48 1.13 0.2593
H -6.976020 -2.956925 4.304108 0.38 -0.72 -1.28 0.3011
H -6.207337 -4.443112 3.551296 -0.58 0.93 -0.37 0.2471
H -4.996893 -4.155048 1.742728 -0.58 1.03 -0.49 0.2630
H -6.511973 -4.081591 0.716238 0.75 0.43 0.65 0.3165
H -5.935229 -2.253491 -0.544394 1.40 -0.16 0.47 0.3774
H -4.925156 -1.485407 0.785291 0.20 -0.95 -0.72 0.2413
H -2.765706 -1.656733 -1.327080 0.18 -0.53 1.03 0.2861
H -2.825133 -1.418609 0.485884 -0.29 -0.97 -0.84 0.6268
H 0.554946 -4.672220 1.808411 -1.00 0.27 0.57 0.0404
H -0.156032 -4.483734 3.467501 -0.80 0.48 -1.48 0.4501
H -0.992811 -5.543777 2.185417 0.42 1.37 0.24 0.2894
H -0.429146 -2.297950 -1.936342 0.04 0.24 1.25 0.4985
H -1.482349 -0.046095 -2.901832 1.17 0.62 0.46 0.2130
H 0.326070 -0.261697 -3.061766 -0.90 0.80 0.88 0.3277
H -0.418827 1.410846 -2.679754 0.04 -1.19 0.41 0.3271
H -0.653243 1.053007 0.973698 -1.04 -0.36 -0.97 0.3198
H -1.181098 2.036980 -0.447020 -0.55 -1.35 0.52 0.3957
H -2.306570 0.671630 0.185808 1.19 0.17 -0.36 0.1272
H 2.693570 -2.948523 -1.645886 -0.56 -0.63 1.18 0.1323
H 2.682828 -4.445430 -0.629981 -0.50 1.11 0.21 0.3164
H 1.987672 -2.111227 1.132349 1.19 -0.33 -0.73 0.3300
H 3.311046 -1.461439 0.089593 -0.30 -1.52 0.37 0.3915
H 0.694126 -5.599925 -0.903699 -0.50 1.55 0.06 0.3658
H -2.326588 -3.327192 -2.771166 0.48 -1.22 0.71 0.2888
H -1.343281 -4.778965 -3.202989 -0.69 0.42 1.10 0.4093
H -3.978411 -5.286683 -1.519256 0.88 0.20 -1.03 0.1298
H -3.145505 -6.298539 -2.813152 -0.17 1.32 0.72 0.5164
H -4.052425 -3.829436 -4.183029 -0.39 -0.87 0.61 0.2697
H -4.784793 -5.526207 -4.279804 0.49 0.94 0.83 0.2688
C 8.916176 -3.783449 1.093442 0.39 -0.24 -0.20 -0.7980
C 9.896200 -2.801052 1.702381 -0.62 0.21 -0.17 -0.3194
O 11.080802 -3.477002 2.149120 0.76 -0.16 -0.03 -0.3412
C 12.005378 -3.723717 1.207315 -1.32 0.75 -0.20 0.3608
O 11.893280 -3.423347 0.052739 0.49 -0.32 0.27 -0.5027
C 13.227100 -4.396533 1.825794 1.44 -0.91 0.61 0.8750
F 12.893323 -5.376203 2.683301 -0.34 0.25 -0.21 -0.2449
F 13.977981 -3.520152 2.515201 -0.43 0.19 -0.21 -0.2482
F 14.026944 -4.949692 0.906314 -0.52 0.33 -0.11 -0.2386
H 8.695908 -4.590955 1.795538 -0.05 0.15 0.04 0.2559
H 7.988918 -3.284116 0.828147 0.28 0.10 -0.02 0.1469
H 9.330322 -4.245994 0.194769 0.01 0.13 0.01 0.3815
H 9.451104 -2.334824 2.583052 0.29 -0.16 0.11 0.3373
H 10.146889 -1.998176 1.005279 0.18 -0.20 0.00 0.3326
C -4.211851 6.813476 -0.642768 0.08 -0.36 0.10 -1.3071
C -3.733149 7.077444 -2.055994 -0.56 0.59 0.28 0.0632
O -2.802973 6.059988 -2.474999 0.39 -0.95 -0.51 -0.3310
C -3.344199 4.925156 -2.934168 -0.81 1.62 0.63 0.2374
O -4.521287 4.713006 -3.008980 0.50 -0.60 -0.22 -0.5065
C -2.250605 3.962995 -3.387634 1.03 -0.84 -0.58 1.0325
F -1.228335 3.888752 -2.511308 -0.27 0.14 0.13 -0.2755
F -1.716184 4.332413 -4.562895 -0.33 0.21 0.23 -0.2644
F -2.701144 2.708547 -3.549527 -0.28 0.33 0.19 -0.2424
H -3.362794 6.717069 0.038566 -0.03 0.15 -0.04 0.3570
H -4.852356 7.625812 -0.295932 0.06 -0.02 -0.08 0.3908
H -4.774855 5.879345 -0.585498 -0.07 0.11 -0.07 0.3107
H -3.196082 8.027058 -2.090538 0.22 -0.25 -0.11 0.3875
H -4.569396 7.154149 -2.756227 0.87 -0.54 0.39 0.2973
C 4.855392 0.340971 3.521544 0.12 0.47 -0.08 -0.7249
C 4.948552 0.241492 5.030546 -0.47 -0.40 -0.32 -0.3435
O 6.078161 0.979408 5.518325 0.33 0.57 0.38 -0.3387
C 5.891712 2.300014 5.676406 -1.05 -0.99 -0.44 0.3700
O 4.867769 2.873106 5.434288 0.55 0.25 0.20 -0.5039
C 7.149213 2.949550 6.246103 1.48 0.89 0.57 0.8811
F 8.268290 2.517646 5.639935 -0.42 -0.18 -0.14 -0.2432
F 7.292832 2.683240 7.555831 -0.41 -0.22 -0.23 -0.2475
F 7.137533 4.281905 6.122623 -0.46 -0.40 -0.17 -0.2393
H 5.792438 0.024554 3.057618 -0.08 -0.11 0.07 0.2584
H 4.047052 -0.282809 3.145027 0.02 0.13 0.16 0.0681
H 4.674714 1.370730 3.205537 -0.07 -0.04 0.11 0.4001
H 5.104561 -0.798667 5.322118 0.27 0.18 0.12 0.3295
H 4.027801 0.576489 5.513642 0.18 0.19 -0.02 0.3357
C -4.021739 12.344324 -5.365229 0.16 -0.33 0.02 -1.0808
C -5.472200 12.364228 -4.927337 0.39 0.77 -0.10 -0.2025
O -6.044200 11.048048 -5.005151 -0.32 -0.84 0.43 -0.3223
C -5.803743 10.241252 -3.963002 0.45 1.63 -0.27 0.4199
O -5.153818 10.546062 -3.002146 -0.24 -0.69 -0.04 -0.5145
C -6.509074 8.902471 -4.154456 -0.92 -1.43 -0.47 0.8751
F -6.363719 8.415914 -5.397073 0.26 0.37 0.19 -0.2655
F -7.830319 8.999493 -3.935676 0.32 0.40 0.11 -0.2654
F -6.048701 7.955734 -3.317364 -0.54 0.87 -0.25 -0.3661
H -3.928223 11.906805 -6.361920 -0.07 0.14 0.01 0.3014
H -3.611388 13.355181 -5.383325 -0.07 -0.05 0.01 0.3685
H -3.415113 11.736013 -4.691309 -0.05 0.13 0.05 0.3034
H -6.051647 12.996994 -5.601204 -0.14 -0.33 -0.01 0.3186
H -5.583952 12.777006 -3.922258 0.00 -0.28 -0.01 0.3046
```
Forces are in eV/Å.

=====

Entry from the OMol25 dataset: C36H40B2F4N5O7PY as an isolated structure (ωB97M-V with the def2-TZVPD basis set).

* HOMO (alpha / beta): -7.69 / -8.24 eV
* total charge: 0
* frontier orbital gap (alpha / beta): 7.760 / 7.778 eV
* multiplicity: 2
* energy relative to the best compared isomer or geometry (same formula, charge and spin): 0.0 kJ/mol

```
96
Properties=species:S:1:pos:R:3:forces:R:3:lowdin_spin:R:1
Y 0.132438 0.649549 0.017193 0.07 0.00 0.15 0.0004
C 1.062821 -0.798219 -4.610130 -0.01 0.00 0.01 -0.0004
C 0.441453 -0.256236 -3.365990 0.01 -0.05 0.04 -0.0017
N 0.651862 -0.724909 -2.197675 -0.01 0.02 0.00 0.0090
O 1.483312 -1.801567 -2.134012 0.03 0.06 -0.02 0.0049
B 2.060631 -1.875390 -0.773032 0.00 -0.02 0.02 0.0010
F 2.269000 -0.486039 -0.403623 -0.18 0.03 0.18 0.0003
F 3.226798 -2.575183 -0.790095 0.01 0.00 -0.05 0.0004
O 1.196398 -2.533707 0.235198 0.00 0.10 -0.03 0.0115
N -0.097178 -1.987473 0.402657 -0.03 -0.33 -0.03 0.0375
C -1.031287 -2.499922 -0.587343 0.00 0.09 0.02 0.3513
C -0.900498 -3.930578 -0.980572 -0.01 0.01 0.00 0.0502
C -2.062837 -1.680075 -1.019646 0.04 -0.03 -0.01 -0.0173
N -2.017765 -0.402814 -0.647616 0.06 0.02 0.01 0.3537
O -3.058571 0.361888 -1.050486 0.01 -0.04 0.01 0.1416
B -2.719917 1.819755 -1.065923 0.05 -0.02 0.06 0.0065
F -3.865107 2.549431 -1.009382 -0.01 0.01 0.01 0.0000
F -1.859687 2.061959 0.069553 0.06 -0.01 0.03 -0.0009
O -1.945956 2.177673 -2.264841 0.03 -0.02 -0.04 0.0025
N -0.838620 1.364604 -2.276380 -0.04 0.04 -0.09 -0.0001
C -0.575459 0.824890 -3.403202 -0.02 0.04 0.02 0.0097
C -1.306577 1.114212 -4.672930 0.01 0.00 0.02 0.0017
C -3.148167 -2.228910 -1.895850 -0.01 0.03 0.03 -0.0152
H 2.035115 -1.223041 -4.372910 0.01 0.00 0.00 0.0000
H 1.166512 -0.016217 -5.360342 0.00 0.00 -0.01 0.0000
H 0.448235 -1.595806 -5.033632 0.00 -0.01 0.00 -0.0002
H -0.025987 -4.372254 -0.510285 -0.01 -0.01 0.00 -0.0004
H -0.782006 -4.033509 -2.061507 0.01 0.00 -0.01 0.0135
H -1.793245 -4.492253 -0.690399 0.00 -0.01 0.00 0.0170
H -2.260201 1.583148 -4.451190 0.00 0.00 -0.01 0.0001
H -1.458706 0.199421 -5.245038 0.00 0.00 0.00 0.0003
H -0.722025 1.798107 -5.292742 0.00 0.01 0.00 0.0006
H -3.796562 -2.896792 -1.325482 -0.01 0.00 0.00 -0.0047
H -2.717539 -2.807429 -2.713632 0.00 -0.01 0.00 -0.0025
H -3.751604 -1.421159 -2.298586 0.00 -0.01 -0.01 -0.0006
O -1.767485 -2.365711 1.915787 0.00 -0.01 0.00 0.0022
C -0.579719 -2.309085 1.722969 -0.02 0.12 0.02 0.0185
C 0.379363 -2.648550 2.829064 0.03 0.01 -0.02 0.0015
C 0.040524 -3.818667 3.511084 -0.02 0.01 -0.03 0.0017
C 0.754228 -4.221730 4.623148 0.03 0.01 0.02 -0.0002
C 1.790789 -3.429780 5.099621 -0.02 -0.02 0.00 0.0017
C 2.111847 -2.256528 4.441924 0.00 0.00 -0.07 -0.0002
C 1.438882 -1.862301 3.283720 0.06 -0.01 -0.01 0.0018
P 1.880873 -0.283885 2.471832 -0.11 0.08 -0.04 0.0002
C 3.670307 -0.394645 2.147766 0.00 0.01 0.09 0.0000
C 4.235376 0.744025 1.569121 0.02 -0.04 -0.07 0.0000
C 5.577459 0.773869 1.233089 -0.01 -0.01 -0.03 0.0000
C 6.367121 -0.350476 1.437237 -0.01 0.00 0.01 0.0000
C 5.804324 -1.498312 1.971064 0.00 0.00 0.00 0.0000
C 4.462164 -1.522505 2.328367 -0.02 0.03 -0.02 0.0000
C 1.756643 0.845258 3.916568 -0.04 -0.01 -0.01 0.0001
C 0.657249 0.715425 4.769756 0.03 -0.01 -0.02 0.0000
C 0.448028 1.616835 5.800627 -0.01 0.01 0.00 0.0000
C 1.330420 2.672306 5.995442 0.00 0.00 -0.01 0.0000
C 2.424807 2.808579 5.156135 -0.01 0.00 0.00 0.0000
C 2.637353 1.901768 4.124785 0.01 0.03 0.01 0.0000
H -0.800318 -4.401574 3.160219 -0.01 0.00 0.00 0.0001
H 0.487741 -5.139570 5.130204 0.00 0.00 0.01 0.0000
H 2.338606 -3.719612 5.986786 0.00 0.00 0.00 0.0001
H 2.897197 -1.619939 4.831414 0.01 -0.01 0.00 0.0000
H 3.598820 1.595108 1.350979 0.03 -0.04 -0.06 0.0000
H 6.001700 1.664922 0.788094 0.01 0.01 0.00 0.0000
H 7.413349 -0.336464 1.161193 0.01 0.00 0.00 0.0000
H 6.408026 -2.386571 2.103992 0.00 -0.01 0.00 0.0000
H 4.036565 -2.434963 2.721105 -0.03 -0.02 0.02 0.0000
H -0.037736 -0.103114 4.625014 -0.01 0.00 0.01 0.0000
H -0.405035 1.492906 6.456378 -0.01 0.00 0.00 0.0000
H 1.168643 3.377368 6.800613 0.00 0.00 0.00 0.0000
H 3.123412 3.622606 5.302225 0.00 0.00 0.00 0.0000
H 3.502031 2.023341 3.485756 -0.04 0.01 0.08 0.0000
C 0.453554 4.598397 -0.400697 -0.01 -0.04 0.03 0.0000
C 1.609816 3.681233 -0.000720 -0.01 0.06 0.03 0.0000
C 2.555298 3.489239 -1.188447 -0.02 0.00 0.04 0.0000
C 2.368357 4.284498 1.182830 -0.03 -0.02 -0.03 0.0000
O 1.095186 2.434264 0.374402 0.12 -0.06 -0.15 -0.0001
H 0.807034 5.588897 -0.694925 0.01 0.01 -0.01 0.0000
H -0.236663 4.710234 0.438528 -0.01 0.00 0.00 0.0000
H -0.100776 4.157963 -1.231686 -0.01 0.02 0.00 0.0000
H 2.988742 4.436187 -1.517119 0.00 0.01 -0.01 0.0000
H 2.003984 3.051121 -2.024309 0.01 0.00 -0.01 0.0000
H 3.364087 2.807314 -0.917268 0.01 -0.01 0.00 0.0000
H 2.780107 5.265561 0.937773 0.00 0.01 0.00 0.0000
H 3.188899 3.628387 1.478512 0.02 0.05 0.00 0.0000
H 1.698881 4.391056 2.039298 -0.01 0.00 0.01 0.0000
O -0.836512 0.519937 2.118560 0.05 -0.08 -0.08 0.0023
N -1.780222 1.295594 2.596786 -0.05 0.06 0.01 -0.0001
C -3.013996 0.794438 2.762108 -0.01 -0.03 0.00 0.0004
C -4.015330 1.592794 3.268217 0.00 0.04 0.01 0.0000
C -3.739543 2.910765 3.599416 0.01 -0.02 -0.01 0.0001
C -2.455441 3.397260 3.412019 -0.02 0.00 0.01 0.0000
C -1.481248 2.568108 2.903197 0.02 0.00 0.00 0.0001
H -3.121150 -0.238450 2.462874 0.01 0.00 -0.01 0.0002
H -5.004821 1.177132 3.387672 0.00 -0.01 0.00 0.0000
H -4.517075 3.551164 3.990420 -0.01 0.01 0.00 0.0000
H -2.199144 4.419498 3.648238 0.01 0.00 -0.01 0.0000
H -0.458716 2.850822 2.690690 -0.01 -0.01 0.00 0.0000
```
Forces are in eV/Å.